DFT (ωB97M-V/def2-TZVPD) results for a single C3H5N3O molecule in a non-equilibrium geometry.

Summary:
* frontier orbital gap: 9.55 eV
* energy above the lowest of the compared OMol25 structures with the same formula, charge and spin: 3.212 eV
* SMILES: [H]/N=N\CCN=C=O

The geometry in ORCA input format:
```
! wB97M-V def2-TZVPD RIJCOSX def2/J DEFGRID3
* xyz 0 1
C -0.096 -2.050 0.769
C 0.137 1.310 -0.416
C 0.445 0.365 0.775
N -0.511 -0.462 -1.642
N 0.319 0.419 -1.535
N -0.167 -0.891 0.484
O -0.211 -3.192 0.920
H -0.899 1.672 -0.337
H 0.837 2.144 -0.451
H 1.528 0.245 0.872
H 0.032 0.773 1.701
H -1.414 -0.334 -1.140
*
```

DFT (ωB97M-V/def2-TZVPD) results for a single C3H5N3O molecule in a non-equilibrium geometry.

Summary:
* frontier orbital gap: 9.04 eV
* energy above the lowest of the compared OMol25 structures with the same formula, charge and spin: 4.392 eV

The geometry in ORCA input format:
```
! wB97M-V def2-TZVPD RIJCOSX def2/J DEFGRID3
* xyz 0 1
O 1.339 -0.683 -2.005
C 0.443 0.240 -1.699
C -0.185 0.090 -0.195
N -0.864 -0.934 -0.314
N -1.224 -0.674 1.711
C -0.581 0.420 1.841
N 0.048 0.913 0.769
H 0.878 -1.534 -2.074
H -0.301 0.382 -2.475
H 0.992 1.169 -1.596
H -1.645 -1.085 2.536
H -0.497 0.924 2.794
*
```